No. 1
ORCA calculation (the ωB97M-V functional and the def2-TZVPD basis) on an isolated molecule of C5H4O2.

The geometry in XYZ format:
```
11
Properties=species:S:1:pos:R:3:forces:R:3:nbo_charge:R:1
O -1.5399 -1.5020 -0.1147 0.4755 0.2089 0.0582 -0.431
C -0.5661 -0.8039 -0.0927 -0.6279 -0.2937 -0.0890 0.509
O -0.9166 0.6063 -2.0099 0.1047 0.1974 0.0694 -0.572
C -0.6169 0.6966 -0.7743 0.3260 -0.3349 0.3831 0.027
C 0.5590 1.2385 0.0067 -0.1060 0.2170 -0.1175 -0.001
C 1.3064 0.2383 0.6558 -0.0630 -0.0245 -0.0290 -0.240
C 0.7492 -1.0020 0.5160 0.0880 0.1058 -0.1560 -0.197
H -1.3404 1.3653 -0.1685 -0.0316 -0.0480 -0.0106 0.196
H 0.6225 2.2919 0.2680 0.0708 -0.1232 -0.1015 0.220
H 2.2208 0.4597 1.1984 -0.1362 -0.0428 -0.0531 0.248
H 1.1897 -1.9607 0.7648 -0.1002 0.1380 0.0461 0.240
```
Positions in Å, forces in eV/Å.

Properties
Relative energy (zero: lowest compared OMol25 entry of this formula, charge and spin) ... 109.4 kcal/mol
HOMO energy (spin up / spin down) ... -0.31044 / -0.31178 hartree
E ... -343.21797 Eh

No. 2
ORCA calculation (the ωB97M-V functional and the def2-TZVPD basis) on an isolated molecule of C24H31NO5 in a non-equilibrium geometry.

The geometry in XYZ format:
```
61
Properties=species:S:1:pos:R:3:forces:R:3:nbo_charge:R:1
C 0.3053 3.9635 3.7164 0.1890 -0.1903 0.3583 -0.647
C 0.0876 5.0734 2.6682 -0.7695 -0.3983 0.1746 -0.230
N 0.9594 4.9662 1.4608 -0.1439 -0.5071 0.7988 -0.583
C 0.9439 3.6232 1.0326 -0.3001 -0.0727 -0.0933 0.037
C 1.9957 2.8059 1.0408 -0.0437 -0.2419 -0.2176 0.207
O 3.2400 3.1958 1.4817 -0.0493 -0.1176 -0.3002 -0.695
C 1.8035 1.3747 0.5795 0.2475 -0.0744 0.1259 0.501
O 2.6322 0.7941 -0.0879 -0.2926 0.1522 0.4094 -0.505
C 0.5045 0.7416 1.0527 0.1131 0.2352 -0.0936 -0.047
C 0.4272 -0.7043 1.5255 0.4139 0.5606 0.1184 -0.449
C 1.7796 -1.3560 1.8951 -0.1430 -0.8542 0.1277 -0.400
C 2.0959 -2.6690 1.1345 1.2112 0.5871 -0.4302 -0.397
C 1.6945 -2.6632 -0.3559 -1.1836 -1.1641 -0.0506 -0.410
C 0.4174 -3.5633 -0.5465 -0.2260 1.1011 0.5719 -0.390
C -0.6284 -2.9589 -1.5122 1.0956 -0.8053 -0.1041 -0.391
C 0.0469 -2.7318 -2.9004 -1.4380 -0.1472 1.0988 -0.444
C -1.0567 -2.6646 -3.9720 0.7369 0.6603 0.8073 -0.070
O -0.5015 -2.8777 -5.2842 0.5536 -0.3149 0.1685 -0.525
C 0.5071 -2.0152 -5.5697 0.4012 1.4210 -0.3163 0.805
C 1.7508 -2.5604 -6.2580 -0.4984 -0.3358 0.1099 -0.722
O 0.4527 -0.8289 -5.3199 -0.2593 -0.9154 0.1676 -0.589
C -0.5573 1.5550 1.0065 -0.1877 0.3164 0.2627 -0.015
C -1.9492 1.1884 1.4019 0.4695 0.3035 -1.0839 -0.110
C -2.3085 0.7154 2.6456 1.0359 0.0714 0.2819 -0.211
C -3.6199 0.4385 2.9408 0.0992 -0.2653 1.1174 -0.200
C -4.6066 0.6389 2.0097 -0.5397 -0.2094 0.2521 -0.210
C -4.2529 1.0966 0.7617 -0.9510 0.0980 -0.3201 -0.220
C -2.9448 1.3732 0.4577 -0.2017 0.2004 -0.7323 -0.136
C -0.3536 2.9970 0.5435 0.0943 0.1163 0.1383 0.523
O -1.1525 3.6109 -0.1261 0.3002 -0.2118 0.4970 -0.494
H 1.3431 3.6076 3.7581 -0.0833 0.2224 -0.0930 0.214
H 0.0571 4.3079 4.7273 -0.0339 0.0943 -0.2246 0.221
H -0.3129 3.0741 3.5435 0.0628 0.1798 -0.1733 0.208
H 0.1953 6.0476 3.1498 0.2531 0.0063 -0.3844 0.207
H -0.9560 4.9986 2.3398 0.1855 0.2347 -0.0956 0.204
H 1.8959 5.1509 1.8121 0.0748 0.0753 -0.3102 0.364
H 3.6099 3.8457 0.8727 0.0998 -0.0882 -0.0197 0.488
H -0.1558 -1.2633 0.7868 0.2466 -0.1109 0.0824 0.231
H -0.1778 -0.6928 2.4317 -0.0810 -0.0471 -0.1981 0.231
H 2.6415 -0.6965 1.7853 -0.3459 0.1430 -0.1464 0.221
H 1.7428 -1.6147 2.9611 0.0551 0.1355 -0.1305 0.203
H 1.7135 -3.5450 1.6681 -0.2500 0.1323 -0.2428 0.197
H 3.1893 -2.7855 1.1666 -0.1866 -0.0058 0.1814 0.209
H 2.4750 -3.0761 -1.0023 0.1094 0.2586 0.2112 0.210
H 1.4444 -1.6702 -0.7422 0.3441 0.0554 0.3105 0.209
H 0.6946 -4.5874 -0.8197 -0.0875 0.1512 -0.0929 0.201
H -0.0591 -3.6080 0.4432 0.0020 -0.2769 -0.1845 0.192
H -1.4479 -3.6864 -1.5800 -0.0313 0.2690 -0.1344 0.198
H -1.0154 -2.0322 -1.0742 -0.0412 -0.0469 -0.2346 0.198
H 0.5987 -1.7951 -2.8031 0.2080 -0.2237 -0.4987 0.226
H 0.7114 -3.5916 -3.0418 0.0065 0.2388 -0.3715 0.203
H -1.7904 -3.4354 -3.7360 0.0746 -0.0904 -0.6666 0.192
H -1.5327 -1.6810 -3.8900 -0.0688 -0.1816 -0.2960 0.196
H 1.8253 -3.6483 -6.2059 -0.0978 0.1479 -0.1796 0.224
H 2.6242 -2.1156 -5.7773 -0.1953 0.0119 0.0353 0.244
H 1.7451 -2.2037 -7.2913 -0.0097 -0.2148 0.0555 0.244
H -1.5197 0.5845 3.3809 -0.2421 -0.0104 0.1218 0.209
H -3.8351 0.0840 3.9444 -0.2086 0.0035 -0.1443 0.213
H -5.6391 0.4403 2.2760 0.0506 0.0178 -0.1451 0.216
H -5.0342 1.2695 0.0279 0.1545 -0.0289 -0.0322 0.215
H -2.7432 1.7593 -0.5342 0.3020 -0.0493 0.1565 0.227
```
Positions in Å, forces in eV/Å.

Properties
Relative energy (zero: lowest compared OMol25 entry of this formula, charge and spin) ... 52.9 kcal/mol
HOMO energy ... -0.32429 hartree
SMILES ... CCNC1=C(O)C(=O)C(CCCCCCCCOC(C)=O)=C(c2ccccc2)C1=O
E ... -1364.01205 Eh

No. 3
ORCA calculation (the ωB97M-V functional and the def2-TZVPD basis) on an isolated molecule of C9H11BrO6 in a non-equilibrium geometry.

The geometry in XYZ format:
```
27
Properties=species:S:1:pos:R:3:forces:R:3:nbo_charge:R:1
O 5.1031 0.7351 0.1600 -9.1730 0.4184 -0.8153 -0.547
C 3.7515 0.7772 0.0437 6.7303 0.0551 0.0123 0.777
O 3.0888 2.0728 -0.3137 1.1921 -3.1597 -0.7535 -0.746
C 2.8631 -0.5950 0.3325 -0.6221 1.5128 0.3129 -0.521
C 1.2736 -0.1897 0.2501 0.5685 -0.8511 0.6807 -0.434
C 0.2555 -1.5030 0.3182 -1.1399 2.3991 0.2175 -0.133
Br 0.5729 -2.8396 1.8228 0.5531 0.8274 -1.4910 0.030
C -1.1455 -0.7894 0.8297 -1.2828 -2.3564 0.3822 -0.483
C -2.0888 -0.6349 -0.5019 -0.1081 -1.5236 1.8310 0.113
C -2.6093 0.8425 -0.9855 -0.6035 0.0207 -0.3813 -0.543
C -2.2373 2.0648 0.0518 6.3323 1.7827 0.6427 0.774
O -0.9600 2.5259 0.0422 -8.6268 -2.7966 0.0354 -0.550
O -3.1887 2.6431 1.0143 1.6870 -2.9247 -1.2519 -0.712
O -1.3605 -1.4724 -1.5011 2.0239 -0.9643 -0.6304 -0.547
C -0.0958 -2.1743 -1.1654 1.7192 -1.7948 -0.9700 0.788
O 0.5870 -3.0711 -1.8816 -5.1965 6.4074 4.6049 -0.529
H 3.1426 2.2175 -1.3149 0.1954 -0.4745 2.0088 0.505
H 3.1055 -0.9130 1.4549 -0.3830 0.5858 -2.6438 0.265
H 3.1484 -1.4446 -0.4225 -0.3535 1.8214 1.4600 0.269
H 1.0383 0.4536 1.2222 0.4546 -1.3138 -2.3362 0.240
H 0.9925 0.4323 -0.7119 0.5950 -1.2948 1.9987 0.258
H -1.0879 0.0686 1.6229 0.3625 -1.2871 -2.0846 0.255
H -1.6402 -1.6604 1.4538 0.6330 1.8596 -1.3327 0.238
H -3.0611 -1.2865 -0.3152 2.0087 1.5304 -0.3959 0.207
H -3.7928 0.7540 -1.1140 2.7056 0.3626 0.2869 0.245
H -2.1301 1.0699 -2.0364 -0.9065 -0.1974 2.2528 0.284
H -3.5249 1.9166 1.6448 0.6344 1.3552 -1.6403 0.498
```
Positions in Å, forces in eV/Å.

Properties
Relative energy (zero: lowest compared OMol25 entry of this formula, charge and spin) ... 155.1 kcal/mol
HOMO energy ... -0.38274 hartree
SMILES ... O=C(O)CC[C@@]1(Br)C[C@@H](CC(=O)O)OC1=O
E ... -3374.74863 Eh

No. 4
ORCA calculation (the ωB97M-V functional and the def2-TZVPD basis) on a structure of composition C29H45ClF5IN3O19PS3 in a non-equilibrium geometry.

The geometry in XYZ format:
```
107
Properties=species:S:1:pos:R:3:forces:R:3:mulliken_charge:R:1
C -1.1309 -5.0718 0.0304 -0.2979 0.4829 1.6221 -0.125
C -0.6163 -4.0167 0.3776 -0.5931 0.0786 0.3344 -1.557
C -0.0768 -2.5991 0.9259 -0.0133 -2.9775 -1.1811 0.934
N -0.2999 -2.6217 2.3234 0.3338 0.8267 -0.0347 0.232
C 0.5373 -1.9162 3.2761 0.6886 1.1314 2.0106 -0.475
C 0.7563 -0.3525 3.0745 0.3830 0.4808 0.3905 -0.179
O -0.6567 -1.6112 0.0879 0.0795 0.5248 1.1976 -0.343
C -1.9345 -1.0779 0.3527 -2.7264 1.7531 0.0842 0.972
C -3.1001 -2.0111 0.8847 -0.4928 -1.0483 -2.2656 -0.097
C -3.7541 -2.7024 -0.4183 0.2012 -0.5837 -0.1057 0.172
C -4.9742 -3.6559 -0.0847 -0.4634 0.3354 -0.2331 -1.148
C -6.1734 -2.9730 0.7032 -0.6119 -0.5091 0.0792 -0.435
C -7.2709 -2.2687 -0.2108 0.3619 -0.2060 -0.0586 -0.907
C -6.6967 -1.4730 -1.4533 -0.8557 0.9154 0.4365 -0.560
C -6.0096 -0.0825 -1.0564 0.8371 -0.7786 -0.7477 0.337
C -5.5521 0.6695 -2.3821 -1.2720 0.3133 0.4386 -0.728
O -4.1708 0.3706 -2.7252 0.7099 1.6400 0.3062 -0.258
C -3.5084 1.4782 -3.2574 1.0261 1.2653 -1.2290 0.539
C -1.9720 1.7066 -2.9130 -0.2127 -1.2884 0.8352 -0.196
O -4.0192 2.2861 -4.0173 -0.0186 -1.4981 1.4555 -0.580
C -1.9703 0.2623 1.2746 0.8285 -1.2487 0.7816 -0.707
C -3.1971 1.1903 0.9399 1.6597 -0.1568 -0.9091 0.595
O -3.2547 1.8242 -0.0753 -0.5423 -0.7504 1.7477 -0.445
Cl -4.5109 1.2700 2.2367 0.7821 -0.0200 -0.8375 -0.257
C 1.4860 -2.6979 0.4010 -3.1363 -0.8545 -2.8329 -0.218
N 1.2436 -2.8230 -1.0607 1.6524 0.2599 1.2257 -0.290
O 1.8850 -4.0678 0.7819 2.5585 1.0808 2.4826 -0.417
C 2.8003 -4.0655 1.7869 -0.7196 0.1617 -1.7225 0.555
N 3.6872 -4.0077 2.5313 -0.9235 -0.2297 -0.4146 -0.532
O 2.3092 -1.6666 0.8256 -0.1083 -0.8836 0.1582 0.397
C 3.4608 -1.2157 0.1993 1.1136 1.1522 0.0859 -0.777
I 4.7560 -0.6233 1.9112 -0.2410 -0.4372 -0.4898 0.094
P 2.9898 0.4961 -0.5674 -3.1069 1.4000 -0.0674 0.398
O 1.5020 0.5804 -0.8697 2.1506 -0.6582 0.0755 -0.366
C 4.2593 -2.0087 -0.8832 0.3049 -0.8661 -1.6270 1.168
F 3.7188 -1.6669 -2.1622 0.5903 -0.4456 1.9563 -0.316
F 4.2392 -3.3951 -0.8310 -0.1557 2.1394 0.4181 -0.294
C 5.8231 -1.6334 -1.0596 0.7042 -1.3279 -2.4526 0.262
F 6.6475 -2.3286 -0.2116 -1.4351 1.9037 -1.2185 -0.188
F 6.1390 -2.1412 -2.3729 -0.4581 1.1114 2.8575 -0.297
F 6.0656 -0.2794 -1.1357 -0.2153 -2.3321 0.7219 -0.238
H -1.7312 -6.0163 0.1226 1.1552 1.4794 -0.6595 0.387
H -0.9696 -3.2880 2.6951 0.4662 0.2898 -0.4056 0.365
H 1.5839 -2.3417 3.4634 -1.3453 0.0955 -0.7114 0.143
H 0.0364 -2.0141 4.2989 0.5541 -0.0160 -1.3961 0.510
H 1.7498 -0.0913 3.5731 -1.2259 -0.3546 -0.5999 0.295
H -0.0191 0.3036 3.5972 0.8931 -1.0676 -0.9197 0.184
H 0.8651 -0.0306 1.9953 -0.2868 -0.4943 1.1570 -0.357
H -2.3266 -0.6833 -0.6486 0.8741 -0.7525 1.0632 -0.278
H -3.9293 -1.3909 1.3348 1.2156 -0.5896 -0.1146 0.110
H -2.7900 -2.8633 1.5487 -0.2709 1.1822 -0.3590 0.257
H -4.0468 -1.9134 -1.1866 0.2771 -0.9153 1.1796 -0.261
H -2.9734 -3.3396 -0.9536 -0.8293 0.8710 0.8252 0.350
H -5.4000 -4.0492 -1.0685 0.5503 0.4193 1.1882 0.430
H -4.6544 -4.5756 0.4938 -0.0508 1.1082 -0.5681 0.356
H -5.8529 -2.2432 1.5044 -0.0208 -0.8121 -0.9153 0.245
H -6.7119 -3.8152 1.2559 0.6379 1.1421 -0.5671 0.371
H -7.8740 -1.5737 0.4630 0.6446 -0.7979 -1.0079 0.300
H -7.9752 -3.0682 -0.6000 0.7620 0.9034 0.4293 0.323
H -7.5941 -1.1788 -2.0967 1.1102 -0.4535 0.6962 0.468
H -6.0309 -2.1126 -2.1118 -0.6458 0.7896 0.8963 0.201
H -6.6985 0.5643 -0.4337 0.5957 -0.7327 -0.8990 0.479
H -5.0730 -0.2329 -0.4314 -1.1793 0.0700 -0.6699 -0.530
H -6.2086 0.3437 -3.2541 0.7487 0.6490 1.0974 0.363
H -5.6402 1.7797 -2.1876 0.0489 -1.2201 -0.5700 0.331
H -1.5718 0.8149 -2.3280 -0.3790 1.1730 -0.7291 -0.053
H -1.8450 2.6276 -2.2594 -0.4337 -1.1615 -0.9020 -0.132
H -1.3570 1.8368 -3.8478 -0.9493 -0.1156 0.8837 0.436
H -2.0004 -0.1243 2.3449 -0.0266 0.9496 -1.2545 0.342
H -0.9773 0.7815 1.0839 -1.5054 -0.1305 0.1908 0.008
H 1.8451 -3.5390 -1.4710 -0.1362 0.4624 0.1000 0.305
H 1.3114 -1.9125 -1.5219 -0.1927 -0.3781 0.1443 0.229
H 3.8235 0.8411 -1.6756 0.0451 -0.4623 0.6126 0.112
H 3.2329 1.5144 0.4256 0.5436 -0.8936 -0.3976 0.018
C 9.8560 -2.0612 -1.8727 -0.1315 0.2223 0.5666 -0.282
C 9.0481 -0.9716 -2.5571 -0.3068 -0.4651 -0.2251 -0.199
O 10.0189 -0.1695 -3.2323 0.6259 -0.2696 0.2097 -0.345
S 11.2487 -1.1098 -3.7058 -0.2403 -0.0514 0.1026 1.087
O 11.0449 -1.4604 -5.0711 0.3335 0.0949 0.4640 -0.535
O 12.4615 -0.5365 -3.2306 -0.3926 -0.0964 -0.3782 -0.523
O 10.8928 -2.3981 -2.7946 -0.1582 0.4484 -0.5447 -0.344
H 10.3235 -1.6912 -0.9562 -0.0712 -0.0014 -0.0076 0.347
H 9.2513 -2.9378 -1.6419 0.1748 -0.0538 -0.1898 0.267
H 8.4772 -0.3715 -1.8507 0.2449 0.1750 -0.1114 0.229
H 8.3720 -1.3939 -3.3046 0.0053 0.0104 0.0783 0.290
C -1.9005 5.1025 2.4173 -0.7475 0.0340 -0.1578 0.135
C -2.2959 5.6660 3.7706 0.2535 0.5398 -0.2293 -0.487
O -1.9312 4.6528 4.7132 0.3802 -0.6513 -0.4008 -0.350
S -0.6215 3.8743 4.1748 -0.5142 0.4346 -0.1232 0.991
O 0.5274 4.4331 4.8061 -0.2010 -0.5046 -0.2877 -0.591
O -0.9020 2.4771 4.1726 0.2951 0.4446 0.2187 -0.499
O -0.6684 4.4091 2.6473 0.2829 -0.0006 0.7615 -0.205
H -2.6373 4.3789 2.0587 0.0132 0.0701 -0.0254 -0.023
H -1.7660 5.8820 1.6678 0.1511 -0.1759 0.0566 0.237
H -3.3605 5.8853 3.8342 0.0643 -0.2379 0.1554 0.357
H -1.7245 6.5681 4.0064 -0.0603 -0.0010 -0.0447 0.325
C 1.2169 5.8803 0.1886 0.0123 -0.1898 0.6277 -0.195
C 0.9621 4.4562 -0.2710 0.6211 -0.0659 -0.2472 -0.219
O -0.4049 4.4413 -0.6841 -0.3422 0.7277 0.2185 -0.093
S -0.7912 5.8923 -1.2875 0.4863 -0.2203 -0.1231 1.077
O -0.6879 5.8310 -2.7054 -0.2797 0.2468 0.5364 -0.569
O -1.9600 6.3596 -0.6183 0.2315 -0.1970 -0.3513 -0.575
O 0.4886 6.7054 -0.7226 -0.3829 -0.4413 -0.4505 -0.368
H 0.8190 6.0482 1.1931 0.0932 -0.0784 -0.0139 0.158
H 2.2758 6.1362 0.1718 -0.1380 0.1390 -0.1858 0.352
H 1.1332 3.7270 0.5200 -0.3230 0.0176 -0.0412 0.190
H 1.5806 4.2045 -1.1373 0.0098 0.0038 0.0510 0.324
```
Positions in Å, forces in eV/Å.

Properties
HOMO energy ... -0.34997 hartree
E ... -5518.65771 Eh

No. 5
ORCA calculation (the ωB97M-V functional and the def2-TZVPD basis) on a cluster of 2 separate species, C4H5N in total in a non-equilibrium geometry.

The geometry in XYZ format:
```
10
Properties=species:S:1:pos:R:3:forces:R:3:nbo_charge:R:1
C -0.9987 3.3579 -1.3655 -0.2487 -2.3149 -0.1234 -0.463
C -1.1204 2.1704 -1.5297 0.0162 -0.4576 0.3683 0.186
C 0.0149 -0.7173 0.3177 -1.2975 0.0277 1.0729 -0.025
C 0.6769 -1.9676 0.8372 2.1442 2.1552 2.4297 -0.655
N 0.0997 -0.2763 -0.8276 0.0509 0.4687 -0.5614 -0.169
H -0.6896 4.3115 -1.5106 0.4374 2.4237 -0.0911 0.222
H -0.6721 -0.2281 1.0636 0.4514 -0.0527 -0.6817 0.207
H 0.8231 -1.8126 1.9889 -0.5565 -0.6881 -2.0674 0.224
H 0.1721 -2.8439 0.5791 -0.9514 -1.3171 -0.1629 0.238
H 1.6940 -1.9940 0.4470 -0.0461 -0.2450 -0.1830 0.235
```
Positions in Å, forces in eV/Å.

Properties
Relative energy (zero: lowest compared OMol25 entry of this formula, charge and spin) ... 173.3 kcal/mol
HOMO energy (spin up / spin down) ... -0.39377 / -0.35943 hartree
E ... -209.88749 Eh

> Look up the E of the fifth one.

-209.88749 Eh

> E of number 5 (C4H5N)?

-209.88749 Eh